Density functional theory data (ωB97M-V/def2-TZVPD) for C63H68F9NOSi2 as an isolated structure.

Last column: Mulliken charge in e.
Element x y z (Å)
C 1.7302 -0.1483 -2.6254  -0.253
C 2.2781 1.2871 -2.7765  -0.336
C 2.3548 2.0584 -1.4334  -0.190
C 3.6476 2.8762 -1.2359  -1.140
C 4.7465 2.1008 -0.4705  -0.478
C 5.8379 1.4773 -1.3795  -0.573
C 6.2861 0.0648 -0.9620  -0.464
Si 5.0419 -1.2954 -1.2387  -0.002
C 3.5446 -1.2625 -0.1047  0.749
C 3.8986 -1.5512 1.3307  -0.837
N 3.2368 -1.0499 2.2904  -0.515
O 4.5816 -1.2675 -2.8452  -0.061
Si 4.6643 -2.6118 -3.8197  0.403
H 1.9269 -0.5358 -1.6147  -0.005
H 0.6529 -0.2108 -2.8032  0.172
H 2.2087 -0.8328 -3.3364  -0.038
H 3.2675 1.2598 -3.2496  0.041
H 1.5991 1.8405 -3.4362  0.506
H 1.5091 2.7549 -1.3835  0.437
H 2.2164 1.3540 -0.6005  0.016
H 3.4003 3.7923 -0.6843  0.449
H 4.0400 3.1692 -2.2201  0.419
H 5.2468 2.8219 0.1910  0.480
H 4.2952 1.3520 0.1922  0.218
H 6.7199 2.1353 -1.3272  0.459
H 5.5424 1.4900 -2.4372  0.087
H 6.6777 0.0486 0.0682  0.505
H 7.1459 -0.2195 -1.5945  0.136
H 5.7211 -2.5957 -0.9926  -0.259
H 2.9593 -0.3382 -0.1620  -0.857
H 2.8821 -2.0796 -0.4393  0.664
H 4.7465 -2.2313 1.5029  0.499
H 3.6003 -1.3880 3.1843  0.238
H 6.0206 -2.7003 -4.4072  -0.178
H 4.3837 -3.8633 -3.0890  -0.152
H 3.7009 -2.4794 -4.9287  -0.147
F 0.9087 -1.6345 4.9121  -0.484
C 0.0252 -0.7074 4.4668  0.402
C -1.1694 -0.5534 5.1435  -0.111
C -2.0729 0.3963 4.6816  -0.361
C -1.7760 1.1546 3.5586  -0.696
C -0.5709 0.9685 2.8950  -0.615
C 0.3501 0.0330 3.3475  -0.671
H -1.3813 -1.1643 6.0117  0.408
H -3.0159 0.5372 5.1884  0.656
H -2.4877 1.8878 3.2004  0.445
H -0.3422 1.5547 2.0142  0.526
H 1.2937 -0.1314 2.8414  0.602
F -4.8262 1.9317 4.9296  -0.300
C -5.3273 2.8886 4.1148  0.264
C -5.3985 4.1855 4.5814  -0.595
C -5.8734 5.1695 3.7261  -0.365
C -6.2560 4.8486 2.4308  -0.717
C -6.1715 3.5359 1.9873  0.138
C -5.7075 2.5391 2.8356  -0.287
H -5.0844 4.4148 5.5908  0.408
H -5.9314 6.1932 4.0716  0.374
H -6.6112 5.6227 1.7637  0.403
H -6.4586 3.2865 0.9765  0.156
H -5.6165 1.5106 2.5101  0.485
F 4.8256 -4.7715 1.0735  -0.216
C 3.9812 -5.5037 1.8348  0.548
C 3.1073 -4.8496 2.6801  -0.547
C 2.2413 -5.6106 3.4529  -0.165
C 2.2634 -6.9965 3.3750  -0.632
C 3.1546 -7.6272 2.5171  -0.317
C 4.0237 -6.8796 1.7348  -0.622
H 3.0990 -3.7705 2.7290  0.367
H 1.5489 -5.1123 4.1193  0.260
H 1.5874 -7.5841 3.9816  0.406
H 3.1762 -8.7073 2.4552  0.369
H 4.7232 -7.3483 1.0558  0.430
F -1.1861 -1.2011 -3.8766  -0.385
C -1.8632 -1.8240 -2.8876  0.339
C -2.6026 -1.0689 -1.9985  -0.398
C -3.2797 -1.7245 -0.9764  -0.502
C -3.1951 -3.1066 -0.8526  -0.577
C -2.4407 -3.8362 -1.7600  -0.441
C -1.7730 -3.1979 -2.7935  -0.505
H -2.6416 0.0065 -2.1079  0.512
H -3.8678 -1.1519 -0.2703  0.533
H -3.7116 -3.6142 -0.0505  0.548
H -2.3682 -4.9119 -1.6618  0.393
H -1.1791 -3.7468 -3.5122  0.459
F 10.9898 2.6211 -3.3335  -0.330
C 9.8142 2.2750 -3.8951  0.450
C 9.2041 3.1591 -4.7627  -0.523
C 7.9940 2.7961 -5.3376  -0.367
C 7.4146 1.5702 -5.0386  -0.672
C 8.0499 0.7015 -4.1618  -0.222
C 9.2615 1.0490 -3.5818  -0.570
H 9.6722 4.1102 -4.9771  0.433
H 7.5027 3.4755 -6.0216  0.378
H 6.4686 1.2933 -5.4854  0.446
H 7.5944 -0.2508 -3.9205  0.550
H 9.7748 0.3871 -2.8970  0.426
F -4.1384 -4.1859 2.1741  -0.348
C -3.1139 -4.4259 3.0237  0.521
C -3.1770 -5.5329 3.8460  -0.591
C -2.1260 -5.7645 4.7228  -0.475
C -1.0439 -4.8951 4.7652  -0.948
C -1.0073 -3.7894 3.9258  0.129
C -2.0495 -3.5467 3.0416  -0.366
H -4.0340 -6.1915 3.7983  0.447
H -2.1550 -6.6272 5.3752  0.375
H -0.2300 -5.0800 5.4538  0.504
H -0.1668 -3.1081 3.9590  0.275
H -2.0431 -2.6927 2.3770  0.553
F -5.4163 3.3288 -1.1975  -0.324
C -6.2698 2.8324 -2.1217  0.477
C -6.3201 3.4287 -3.3654  -0.654
C -7.1771 2.9003 -4.3197  -0.298
C -7.9721 1.8032 -4.0126  -0.630
C -7.9080 1.2289 -2.7506  -0.422
C -7.0460 1.7409 -1.7913  -0.324
H -5.6888 4.2809 -3.5795  0.430
H -7.2212 3.3412 -5.3047  0.483
H -8.6410 1.3962 -4.7601  0.454
H -8.5262 0.3739 -2.5098  0.364
H -6.9673 1.2995 -0.8069  0.455
F -6.9972 2.8849 -7.4399  -0.330
C -5.9650 2.0833 -7.7905  0.472
C -4.9454 2.6101 -8.5565  -0.529
C -3.8837 1.7851 -8.9004  -0.278
C -3.8585 0.4621 -8.4799  -0.578
C -4.8989 -0.0402 -7.7102  -0.374
C -5.9660 0.7735 -7.3565  -0.280
H -4.9879 3.6436 -8.8728  0.422
H -3.0721 2.1801 -9.4969  0.356
H -3.0274 -0.1756 -8.7498  0.389
H -4.8813 -1.0704 -7.3798  0.369
H -6.7822 0.4075 -6.7484  0.368
F -1.3990 5.9396 8.0587  -0.316
C -0.8837 4.6980 7.9364  0.473
C 0.4459 4.4947 8.2475  -0.533
C 0.9683 3.2150 8.1188  -0.310
C 0.1655 2.1692 7.6834  -0.601
C -1.1680 2.4026 7.3771  -0.143
C -1.7044 3.6758 7.5041  -0.578
H 1.0531 5.3256 8.5800  0.419
H 2.0082 3.0366 8.3592  0.369
H 0.5786 1.1745 7.5773  0.403
H -1.7933 1.5922 7.0350  0.356
H -2.7414 3.8787 7.2721  0.455

Atoms 1-3, force components in eV/Å:
-0.031 -0.121 -0.011
-0.279 -0.211 0.278
-0.139 0.245 -0.333

Computed properties:
* maximum force: 0.78 eV Å⁻¹
* lowest unoccupied orbital energy: 0.0192 hartree
* total charge: 0
* relative energy (zero: lowest compared OMol25 entry of this formula, charge and spin): 0.0 kcal per mole